Run a
The following is a DFT calculation (the ωB97M-V functional and the def2-TZVPD basis) of C6H15N2 as an isolated structure.

Atoms and positions in Å:
C: 0.4414 -1.7854 -0.3065
C: -0.5385 -2.4758 -1.2143
C: 0.1398 -0.3151 2.0063
C: -0.5013 1.2205 -1.5124
C: 0.1145 2.3249 0.5896
C: -0.2726 -0.1298 0.5550
N: 1.6273 -2.0024 0.0035
N: 0.1881 1.0574 -0.2599
H: -1.5219 -2.2125 -0.9031
H: -0.4118 -3.4982 -1.3936
H: -0.1975 -2.1485 -2.1558
H: -0.4914 -1.0236 2.3956
H: -0.0203 0.5536 2.5263
H: 1.2127 -0.7182 2.2223
H: -1.5014 1.6032 -1.2680
H: 0.0015 2.1022 -2.0249
H: -0.4300 0.2459 -2.0763
H: 0.8373 2.2707 1.3634
H: 0.4572 3.1349 -0.1510
H: -0.9969 2.4430 0.8512
H: -1.4014 -0.1303 0.4567
H: 2.1038 -1.2848 0.5904
H: 1.1616 0.7684 -0.2948

Computed properties:
- Highest occupied orbital energy: -13.141 eV
- HOMO-LUMO gap: 10.19 eV
- LUMO energy: -2.95 eV
- Net charge: +1

---

Run b
The following is a DFT calculation (the ωB97M-V functional and the def2-TZVPD basis) of an isolated ion of composition C6H15N2 and charge +1.

Atoms and positions in Å:
C: 0.5141 1.3442 -0.5331
C: -0.2524 -0.2581 1.1832
C: 1.1018 -0.5312 1.6560
C: -1.2655 -1.2260 1.6658
C: -1.9920 0.7391 -0.1468
C: 1.1566 -0.2235 -2.3752
N: -0.5526 0.5918 0.3029
N: 1.4058 0.3914 -1.1239
H: -0.0911 1.8807 -1.3231
H: 1.1185 2.2095 0.0693
H: 1.5374 0.3639 2.1078
H: 1.7435 -0.8113 0.8581
H: 1.3275 -1.3633 2.3384
H: -1.3512 -2.0712 0.9859
H: -2.2095 -0.6836 1.7057
H: -1.0350 -1.6917 2.6453
H: -1.8740 1.6316 -0.6672
H: -2.2816 -0.1498 -0.7751
H: -2.7940 0.7053 0.6006
H: 1.9322 -1.0845 -2.6163
H: 0.2279 -0.6912 -2.2787
H: 1.2670 0.3947 -3.3263
H: 2.3666 0.5333 -0.9533

Computed properties:
- Highest occupied orbital energy: -13.126 eV
- HOMO-LUMO gap: 9.56 eV
- LUMO energy: -3.57 eV
- Net charge: +1
- SMILES: CNC[N+](C)=C(C)C

---

Name the most stable of them. run b.

---

Run a
The following is a DFT calculation (the ωB97M-V functional and the def2-TZVPD basis) of a 2-piece molecular cluster, CH7N2S overall.

Atoms and positions in Å:
S: 2.9248 -0.5085 -1.4737
H: 3.2400 -0.3689 -0.1231
N: -0.6689 0.6944 1.4521
C: -1.0389 0.5291 0.0120
N: -0.5849 -0.5394 -0.9261
H: 0.1870 -0.0025 1.6167
H: -1.1402 -0.0835 1.8912
H: -0.6171 1.4337 -0.5751
H: -2.1355 0.4891 -0.0625
H: -0.4699 -1.4060 -0.5390
H: 0.3035 -0.2376 -1.2724

Computed properties:
- Highest occupied orbital energy: -2.735 eV
- HOMO-LUMO gap: 6.77 eV
- LUMO energy: 4.03 eV
- Net charge: -1

---

Run b
The following is a DFT calculation (the ωB97M-V functional and the def2-TZVPD basis) of a 2-piece molecular cluster, CH7N2S overall.

Atoms and positions in Å:
S: 2.4798 0.0782 0.7596
H: 3.5034 -0.6668 0.1886
N: -0.1450 -0.0176 -1.1302
C: -1.3440 0.0725 -0.2974
N: -0.9686 -0.1068 1.0690
H: 0.7813 -0.2075 -0.5730
H: 0.0895 0.8824 -1.4114
H: -2.1925 -0.6279 -0.4416
H: -1.7110 1.0078 -0.5769
H: -0.1605 0.5747 1.1655
H: -0.3323 -0.9891 1.2478

Computed properties:
- Highest occupied orbital energy: -3.141 eV
- HOMO-LUMO gap: 7.48 eV
- LUMO energy: 4.33 eV
- Net charge: -1

---

Name the most stable of them. run b.